Below is a cluster of 11 separate species, C30H87N5O16 in total at a distorted geometry, with properties calculated with ωB97M-V/def2-TZVPD.

CARTESIAN COORDINATES (ANGSTROEM)
C -2.68886 -1.18421 -2.30598
O -2.59386 -0.79976 -0.88608
C -3.82962 -0.96599 -0.13382
C -3.50870 -1.29610 1.34064
N -2.59858 -0.19558 1.80241
C -2.11718 -0.45942 3.14940
C -1.34758 0.76702 3.61979
O -0.63627 0.66111 4.87368
C -0.49342 1.87776 5.60129
H -3.00667 -2.21028 -2.49109
H -1.88588 -1.07513 -3.03497
H -3.53142 -0.66245 -2.75981
H -4.38437 -1.79584 -0.57167
H -4.51260 -0.18759 -0.47401
H -3.03078 -2.27309 1.26868
H -4.36794 -1.41178 2.00127
H -3.04492 0.68177 1.57625
H -1.35108 -1.23454 3.12971
H -2.89227 -0.74155 3.86194
H -2.07241 1.57895 3.67887
H -0.57683 0.97324 2.87716
H -0.14697 2.56703 4.83123
H 0.26760 1.68385 6.35716
H -1.48703 2.07095 6.00566
C 1.21576 -2.99657 -2.92958
O 1.23877 -4.01265 -1.91795
C 0.03214 -4.04192 -1.16878
C -0.71457 -5.31700 -1.51824
N -0.69043 -5.69986 -2.88030
C -1.03072 -7.06435 -3.26955
C -0.85155 -7.33465 -4.75383
O -2.06455 -7.12671 -5.43194
C -2.01232 -7.41479 -6.90494
H 0.91487 -1.99210 -2.63190
H 0.61792 -3.27864 -3.79626
H 2.11950 -3.01950 -3.53854
H -0.63053 -3.17691 -1.19580
H 0.37141 -4.00660 -0.13353
H -1.72216 -5.19048 -1.12220
H -0.35008 -6.10696 -0.86158
H -0.05646 -5.09394 -3.38136
H -2.00059 -7.43416 -2.93684
H -0.38683 -7.77755 -2.75493
H -0.35257 -8.28617 -4.93748
H -0.18568 -6.57003 -5.15392
H -3.01829 -7.56037 -7.29856
H -1.44386 -8.32473 -7.09716
H -1.49245 -6.59703 -7.40404
C 0.87677 -5.06617 3.42747
O 1.20451 -3.69382 3.30393
C 0.92620 -2.95590 4.47143
C 2.26922 -2.57762 4.99462
N 3.14308 -1.90835 4.00291
C 3.21530 -0.41262 4.05512
C 4.12111 0.24854 5.16674
O 5.40183 0.10717 4.73083
C 6.09502 -0.80585 5.63168
H 1.25699 -5.65700 2.59414
H -0.18563 -5.26283 3.28344
H 1.17078 -5.53869 4.36469
H 0.38550 -3.44926 5.27911
H 0.56514 -2.02882 4.02618
H 2.85400 -3.39316 5.42009
H 2.06680 -1.91063 5.83263
H 2.53959 -2.01929 3.20067
H 2.24687 0.07796 4.15298
H 3.36894 -0.25560 2.98748
H 3.85613 -0.15736 6.14302
H 3.90764 1.30513 5.32845
H 7.13281 -0.91834 5.31793
H 5.67122 -1.80989 5.61166
H 6.02187 -0.38367 6.63394
C -6.41825 1.70119 1.06762
O -5.08419 1.90128 0.64934
C -4.44227 2.78554 1.52581
C -3.13017 3.25911 0.86265
N -3.40795 4.30120 -0.12750
C -3.75334 5.64554 0.47128
C -2.50971 6.52169 0.37828
O -2.49813 7.78068 1.02995
C -2.80137 7.76559 2.40882
H -6.39148 1.24850 2.05881
H -7.04830 1.15450 0.36600
H -6.82265 2.71339 1.07121
H -4.23625 2.17975 2.40824
H -5.03231 3.67386 1.75128
H -2.72186 2.42784 0.28787
H -2.25446 3.46813 1.47709
H -4.12503 4.03499 -0.78707
H -4.15081 5.49183 1.47452
H -4.55237 6.14085 -0.08038
H -2.36514 6.75687 -0.67618
H -1.68860 5.84606 0.61789
H -3.88078 7.80466 2.55526
H -2.39093 8.65068 2.89488
H -2.53634 6.88492 2.99387
C 1.27436 -0.17288 -6.39820
O 0.93845 1.16334 -6.10275
C 2.00242 1.80341 -5.48845
C 1.45993 2.70937 -4.41359
N 2.50156 3.25085 -3.47668
C 1.85100 3.95682 -2.37558
C 1.26060 5.28639 -2.74656
O 2.22926 6.12324 -3.36817
C 1.53419 7.20118 -3.97697
H 1.60945 -0.64566 -5.47500
H 2.15076 -0.39563 -7.00681
H 0.35418 -0.57578 -6.82131
H 2.45434 2.26773 -6.36497
H 2.68887 1.12868 -4.97697
H 0.82171 2.02503 -3.85461
H 0.89605 3.52041 -4.87440
H 2.99310 3.85751 -4.11734
H 2.60050 4.04523 -1.58911
H 1.09815 3.34920 -1.87347
H 0.76071 5.71107 -1.87602
H 0.47316 4.97327 -3.43212
H 0.58460 7.37948 -3.47241
H 1.34437 6.92586 -5.01440
H 2.18983 8.07142 -3.94680
O 4.04012 1.29343 -1.13673
H 4.08977 2.09010 -1.66500
H 4.55949 0.65159 -1.62101
O 5.01356 0.23134 1.22036
H 4.65004 0.57536 0.40443
H 5.07378 -0.71312 1.07685
O 2.29931 2.35010 2.19891
H 1.38838 2.55977 2.40502
H 2.25824 1.49294 1.77484
O 5.20108 -2.53165 -0.02761
H 4.29510 -2.69425 0.23506
H 5.71156 -2.67621 0.76910
O 0.18388 -0.44709 0.38120
H -0.66464 -0.26346 0.78435
H -0.00910 -0.54202 -0.55153
O 2.45097 -2.14599 0.61857
H 2.25723 -3.08282 0.58610
H 1.59224 -1.72429 0.65014

- E (eV) = -72720.002
- ΔE to the lowest compared entry with this formula, charge and spin (kcal per mole) = 137.0
- SMILES string = COCCNCCOC.COCCNCCOC.COCCNCCOC.COCCNCCOC.COCCNCCOC.O.O.O.O.O.O
- E_HOMO (eV) = -8.090
- frontier orbital gap (eV) = 8.458
- M (g mol⁻¹) = 774.045

=====

Below is a cluster of 5 separate species, C20H55N5O5 in total at a distorted geometry, with properties calculated with ωB97M-V/def2-TZVPD.

CARTESIAN COORDINATES (ANGSTROEM)
C -4.62237 -1.83480 -0.58776
O -4.64381 -2.69292 0.53414
C -3.53409 -2.53921 1.40157
C -2.20733 -3.10751 0.92748
C -2.04419 -4.57891 1.24947
N -1.05051 -2.40900 1.51262
H -4.50489 -0.78322 -0.29998
H -5.48169 -2.03289 -1.21357
H -3.68112 -2.00730 -1.13126
H -3.52400 -1.49121 1.73240
H -3.87164 -2.99055 2.34000
H -2.14736 -2.89570 -0.14794
H -2.13407 -4.84489 2.30494
H -1.07942 -4.94217 0.89440
H -2.83591 -5.17235 0.78175
H -0.73213 -1.57785 1.02848
H -0.21455 -2.97383 1.57471
C 3.35484 4.05683 -0.02191
O 2.33516 4.58422 0.78799
C 1.22647 5.27975 0.22525
C 1.53821 6.75366 -0.07227
C 0.53233 7.43772 -0.99542
N 2.89788 6.92635 -0.57909
H 3.57378 4.61702 -0.93256
H 3.12229 3.04034 -0.38048
H 4.21133 3.97422 0.64672
H 1.01438 4.73876 -0.70791
H 0.37383 5.20690 0.89500
H 1.43008 7.27645 0.88855
H 0.53708 8.48714 -0.70297
H -0.44845 6.99276 -0.81826
H 0.80544 7.36186 -2.04659
H 3.55025 6.69545 0.17219
H 3.15199 7.90232 -0.71857
C 2.54306 -1.43823 -3.08832
O 2.00617 -2.75696 -3.04514
C 0.92374 -2.88850 -3.94149
C 0.58969 -4.35366 -4.08325
C 1.81151 -5.06077 -4.73328
N -0.52938 -4.63843 -4.98266
H 1.86153 -0.79780 -2.52687
H 2.85754 -1.09204 -4.07256
H 3.44455 -1.49140 -2.47063
H 0.08131 -2.25965 -3.61519
H 1.18894 -2.49019 -4.93244
H 0.57820 -4.82895 -3.09218
H 2.29976 -4.34592 -5.40516
H 1.56626 -6.02518 -5.16782
H 2.65777 -5.23310 -4.05717
H -1.37590 -4.25669 -4.55780
H -0.70414 -5.63437 -5.03078
C 1.37010 1.13925 4.15062
O 0.41513 0.39458 4.86943
C 0.66456 -0.98884 4.90999
C -0.61882 -1.66206 5.38854
C -0.49487 -3.15060 5.67370
N -1.75075 -1.44700 4.45324
H 0.88279 2.09744 3.97158
H 1.55683 0.75534 3.13626
H 2.34002 1.12650 4.65922
H 0.93018 -1.38083 3.92086
H 1.44725 -1.33031 5.60307
H -0.93927 -1.19096 6.32395
H -0.05431 -3.69399 4.83458
H -1.48199 -3.56718 5.86632
H 0.09540 -3.25845 6.58666
H -1.60391 -2.05325 3.63853
H -1.59917 -0.52109 4.05338
C -0.12795 0.88007 -3.78198
O -0.06317 0.55746 -2.41153
C 0.00493 1.69853 -1.57029
C -0.52226 1.33451 -0.18212
C -1.96414 1.83313 -0.02231
N 0.33807 1.87326 0.89347
H -1.01501 1.44482 -4.08335
H -0.15515 -0.07079 -4.31562
H 0.77065 1.41929 -4.10614
H 1.06810 2.00658 -1.54661
H -0.48811 2.56296 -2.03866
H -0.59479 0.24961 -0.12316
H -2.26988 1.87913 1.02432
H -2.67166 1.25552 -0.61455
H -2.08031 2.87400 -0.34660
H 1.19491 1.32086 0.91543
H 0.71819 2.74690 0.53138

- E (eV) = -39316.007
- ΔE to the lowest compared entry with this formula, charge and spin (kcal per mole) = 36.7
- SMILES string = COC[C@H](C)N.COC[C@H](C)N.COC[C@H](C)N.COC[C@H](C)N.COC[C@H](C)N
- E_HOMO (eV) = -8.582
- frontier orbital gap (eV) = 9.059
- M (g mol⁻¹) = 445.690

=====

Below is a structure of composition C28H16ClF17N5O7SeTc at a distorted geometry, with properties calculated with ωB97M-V/def2-TZVPD.

CARTESIAN COORDINATES (ANGSTROEM)
Tc 0.94669 0.75823 -0.51105
C -4.15384 -3.28446 -3.25596
C -3.08159 -2.63731 -2.42661
C -2.83116 -3.01592 -1.11885
C -1.83069 -2.40998 -0.38406
C -1.03850 -1.37780 -0.89697
N -0.09393 -0.74551 -0.05816
C 0.11316 -1.20825 1.27471
C -0.91125 -1.23737 2.21259
C -0.69664 -1.76446 3.47185
C 0.54478 -2.28750 3.81524
C 0.80406 -2.84642 5.18397
C 1.57735 -2.19730 2.89066
C 1.40167 -1.60743 1.64540
C 2.58789 -1.40917 0.69746
O 2.43515 -0.31931 -0.15530
C 2.75810 -2.67662 -0.18033
F 2.91153 -3.77615 0.57048
F 1.65575 -2.84559 -0.92012
F 3.80065 -2.58688 -1.00033
C 3.91621 -1.08742 1.44649
F 4.42167 -2.14533 2.10108
F 4.84681 -0.66696 0.59571
F 3.70895 -0.11315 2.33730
C -1.22645 -1.03833 -2.26060
C -2.24607 -1.67553 -2.97303
C -0.21809 -0.21482 -3.07100
O 0.79702 0.36756 -2.34708
C 0.50611 -1.19485 -4.06078
F 1.61838 -0.67503 -4.55119
F 0.82421 -2.32809 -3.42828
F -0.29216 -1.51914 -5.09801
C -0.85054 0.95037 -3.90846
F -1.09324 2.00214 -3.12194
F -0.03069 1.34790 -4.87627
F -2.02850 0.63625 -4.48595
H -4.74042 -3.98539 -2.66331
H -4.83983 -2.54414 -3.67215
H -3.72268 -3.83165 -4.09573
H -3.41538 -3.80669 -0.66309
H -1.65280 -2.76559 0.61614
H -1.88323 -0.84774 1.93924
H -1.50410 -1.77354 4.19412
H -0.11207 -3.22001 5.64045
H 1.52745 -3.66064 5.14928
H 1.20896 -2.07050 5.83744
H 2.55282 -2.56103 3.17828
H -2.36999 -1.44166 -4.01837
Cl 4.37588 2.72416 0.10684
F 2.45218 5.27968 4.94928
C 2.07247 4.37003 4.04902
C 2.05667 3.02448 4.37178
F 2.42117 2.62494 5.59341
C 1.65382 2.09392 3.43627
F 1.62171 0.80776 3.80380
C 1.28266 2.44033 2.12811
O 0.90290 1.46846 1.31392
C 1.26497 3.81008 1.84779
F 0.80337 4.27151 0.68469
C 1.66176 4.75130 2.78723
F 1.62467 6.04542 2.46750
N -3.98851 1.03589 -1.65250
C -4.09155 2.25127 -1.10131
N -5.25979 2.89870 -1.18998
N -3.11865 2.86449 -0.42849
C -1.97230 2.25001 -0.45937
N -0.95710 1.70365 -0.48803
H -4.69695 0.67528 -2.26557
H -3.11199 0.53381 -1.63035
H -6.05622 2.51121 -1.65955
H -5.30773 3.82893 -0.81358
O 3.40485 1.61611 -2.75207
Se 2.71970 2.94939 -2.24095
O 2.31159 4.15394 -3.17756
O 1.48438 2.59865 -1.16445
O 3.84450 3.75480 -1.11078

- E (eV) = -177339.593
- ΔE to the lowest compared entry with this formula, charge and spin (kcal per mole) = 20.9
- E_HOMO (alpha / beta) (eV) = -8.404 / -8.403
- frontier orbital gap (alpha / beta) (eV) = 5.833 / 5.848
- M (g mol⁻¹) = 1069.843

=====

Below is a cluster of 8 separate species, C36H77FN3O9 in total at a distorted geometry, with properties calculated with ωB97M-V/def2-TZVPD.

CARTESIAN COORDINATES (ANGSTROEM)
C 0.55028 3.93901 1.97494
C 0.55061 3.75482 0.79078
C 0.76692 3.49154 -0.64491
C 1.44582 2.15558 -0.86337
C 2.80487 2.04372 -0.58353
C 3.61670 3.20921 -0.03652
N 3.90416 4.32741 -0.94652
C 3.97438 4.02349 -2.37055
C 3.43083 0.81239 -0.78234
C 4.90753 0.59926 -0.51172
O 5.32016 0.28863 0.55653
O 5.71249 0.77297 -1.58191
C 2.69080 -0.28675 -1.21580
C 1.34822 -0.13181 -1.47525
C 0.54377 -1.34610 -1.94730
N 1.34138 -2.55933 -1.91423
N 0.75798 1.07462 -1.31618
C -0.67419 1.17690 -1.63926
C -1.60417 0.59807 -0.54509
C -2.60636 1.64384 -0.04608
F -2.33460 -0.42236 -1.13697
H 0.63906 4.13396 3.01974
H -0.16993 3.60789 -1.18059
H 1.43525 4.25770 -1.03669
H 3.07103 3.63481 0.80652
H 4.55876 2.84813 0.37770
H 3.30368 5.11656 -0.75872
H 2.97691 3.89144 -2.81252
H 4.41600 4.87573 -2.88991
H 4.62585 3.17495 -2.55626
H 5.16362 0.87768 -2.36982
H 3.17738 -1.24100 -1.34577
H -0.28708 -1.45456 -1.24955
H 0.14737 -1.19025 -2.95362
H 1.47234 -2.92149 -2.84492
H 0.87861 -3.25143 -1.34784
H -0.87394 0.62341 -2.55536
H -0.97919 2.19412 -1.83327
H -1.04320 0.22798 0.31608
H -2.23609 2.18628 0.82181
H -3.50224 1.09930 0.25158
H -2.91046 2.30942 -0.85538
C 4.05758 8.38139 0.09708
C 4.93852 7.82877 1.20676
C 6.39262 7.74218 0.77433
O 4.46865 6.53655 1.60600
H 4.09647 7.72741 -0.78029
H 3.01704 8.43400 0.42271
H 4.37764 9.37882 -0.20471
H 4.85647 8.46530 2.08908
H 6.49631 7.06988 -0.08211
H 7.00835 7.34172 1.57972
H 6.78045 8.72178 0.49353
H 4.53447 5.95160 0.84382
C -1.33356 -4.24179 -5.97631
C -0.26321 -4.88742 -5.11218
C -0.51798 -6.37202 -4.93126
O -0.21234 -4.24016 -3.82727
H -2.31679 -4.34898 -5.50991
H -1.14257 -3.17363 -6.09442
H -1.36910 -4.69891 -6.96506
H 0.71667 -4.73449 -5.56769
H -1.47613 -6.54515 -4.43308
H 0.25217 -6.81821 -4.30493
H -0.52922 -6.88843 -5.89195
H -1.07012 -4.36796 -3.40640
C 1.94307 9.04305 4.18125
C 1.85358 7.61817 4.70530
C 3.05470 7.26604 5.56924
O 1.74860 6.70201 3.61470
H 2.83367 9.16395 3.55732
H 1.07641 9.27859 3.56264
H 1.99432 9.76422 4.99784
H 0.93832 7.50159 5.28737
H 3.97706 7.33416 4.98558
H 2.97602 6.24183 5.93521
H 3.13734 7.93619 6.42592
H 2.55219 6.78908 3.08458
C 2.38698 -7.19046 -2.64718
C 3.60350 -6.42356 -3.13505
C 4.23968 -5.61519 -2.01451
O 3.23148 -5.55704 -4.20927
H 1.62217 -6.49783 -2.28200
H 1.94445 -7.76194 -3.46208
H 2.64381 -7.87858 -1.84057
H 4.33679 -7.11912 -3.54359
H 3.52888 -4.87959 -1.62388
H 5.10744 -5.06754 -2.38362
H 4.55757 -6.25729 -1.19218
H 2.57977 -4.93435 -3.86945
C -4.20396 -0.44716 4.36031
C -3.18717 0.04365 3.34331
C -1.77258 -0.37403 3.72082
O -3.25886 1.46544 3.22030
H -4.00069 -0.01882 5.34553
H -5.21014 -0.13695 4.07866
H -4.18336 -1.53530 4.44460
H -3.43454 -0.35741 2.35772
H -1.49137 0.05664 4.68493
H -1.05284 -0.01176 2.98243
H -1.68428 -1.45913 3.79024
H -3.04947 1.84580 4.08003
C -8.59849 -1.34146 6.29524
C -7.27690 -0.61622 6.49598
C -7.03869 -0.28321 7.96082
O -7.25060 0.57895 5.71287
H -9.43217 -0.71249 6.61855
H -8.75304 -1.56946 5.24019
H -8.62998 -2.27328 6.86141
H -6.45978 -1.23816 6.12668
H -7.82489 0.37782 8.33500
H -6.08893 0.23837 8.08517
H -7.02439 -1.18412 8.57562
H -7.96463 1.14587 6.02263
C -5.50117 -8.91969 -4.75994
C -4.08742 -8.41867 -5.00781
C -3.14862 -9.55844 -5.37193
O -3.59934 -7.73067 -3.85239
H -5.51527 -9.62549 -3.92502
H -6.16082 -8.09186 -4.49854
H -5.90359 -9.42082 -5.64088
H -4.09706 -7.68214 -5.81276
H -3.09270 -10.28308 -4.55507
H -2.13886 -9.18375 -5.54481
H -3.48560 -10.07760 -6.26976
H -3.57985 -8.35818 -3.12211

- E (eV) = -64188.375
- net charge = +1
- E_HOMO (eV) = -11.622
- frontier orbital gap (eV) = 7.916
- M (g mol⁻¹) = 715.022